[1]
Here is C28H38AsCoN4O3Si2 as an isolated structure from the OMol25 dataset. Energies are from ωB97M-V with the def2-TZVPD basis set.

```
77
Properties=species:S:1:pos:R:3:mulliken_charge:R:1
Co 0.147 0.367 0.589 0.128
O -1.636 -0.412 1.049 -0.289
C -1.971 -1.157 2.037 0.173
C -3.283 -1.717 2.061 -0.537
C -3.704 -2.523 3.082 -0.385
C -2.862 -2.836 4.168 -0.832
C -1.598 -2.314 4.179 -0.695
C -1.119 -1.485 3.139 0.547
C 0.221 -1.000 3.263 -0.186
N 0.855 -0.284 2.404 0.214
C 2.214 0.149 2.716 -0.817
C 2.958 0.595 1.454 -0.919
N 2.031 1.195 0.512 0.168
C 2.455 1.918 -0.453 -0.140
C 1.627 2.575 -1.430 0.613
C 2.293 3.441 -2.323 -0.589
C 1.620 4.247 -3.204 -0.812
C 0.215 4.217 -3.184 -0.390
C -0.467 3.377 -2.343 -0.633
C 0.201 2.480 -1.464 0.202
O -0.512 1.642 -0.789 -0.398
H -3.930 -1.470 1.229 0.486
H -4.708 -2.931 3.055 0.401
H -3.211 -3.469 4.972 0.398
H -0.929 -2.535 5.004 0.327
H 0.743 -1.297 4.180 0.260
H 2.776 -0.654 3.204 0.442
H 2.164 0.989 3.415 0.372
H 3.452 -0.262 0.984 0.253
H 3.735 1.310 1.741 0.532
H 3.530 2.110 -0.546 0.277
H 3.378 3.467 -2.292 0.336
H 2.152 4.899 -3.882 0.409
H -0.342 4.872 -3.844 0.408
H -1.549 3.345 -2.336 0.509
N 2.969 -4.089 -4.364 -0.314
C 2.884 -4.282 -3.022 0.164
O 3.309 -5.278 -2.475 -0.631
C 2.237 -3.177 -2.220 0.955
C 2.004 -3.418 -0.875 -1.065
C 1.368 -2.444 -0.126 -0.692
N 0.976 -1.281 -0.642 1.038
C 1.221 -1.037 -1.929 -1.063
C 1.851 -1.954 -2.751 -0.723
H 3.300 -4.866 -4.910 0.253
H 2.432 -3.382 -4.832 0.182
H 2.298 -4.363 -0.441 0.533
H 1.138 -2.602 0.921 0.474
H 0.892 -0.074 -2.303 0.337
H 2.028 -1.685 -3.782 0.671
C -1.549 -4.547 -3.536 -0.895
Si -2.394 -3.581 -2.160 0.428
C -1.714 -4.216 -0.528 -0.578
C -4.235 -3.963 -2.214 -1.102
As -2.237 -1.228 -2.217 0.008
Si -2.089 -0.884 -4.545 0.264
C -3.630 -1.583 -5.367 -1.041
C -0.575 -1.559 -5.443 -0.963
C -2.061 0.977 -4.785 -1.026
H -1.703 -5.616 -3.365 0.414
H -0.471 -4.366 -3.551 0.045
H -1.950 -4.304 -4.522 0.263
H -2.210 -5.157 -0.274 0.463
H -1.888 -3.513 0.290 -0.057
H -0.641 -4.411 -0.591 0.153
H -4.392 -5.045 -2.217 0.352
H -4.714 -3.546 -3.102 0.276
H -4.739 -3.548 -1.339 0.300
H -3.637 -2.675 -5.361 0.274
H -3.681 -1.251 -6.408 0.369
H -4.535 -1.242 -4.861 0.291
H -0.394 -2.617 -5.259 0.187
H 0.317 -0.994 -5.163 0.258
H -0.725 -1.419 -6.518 0.487
H -2.840 1.460 -4.192 0.272
H -2.217 1.239 -5.835 0.420
H -1.108 1.406 -4.466 0.184
```

Calculated values
E ... -5732.1608 Eh
LUMO level (alpha / beta) ... -0.387 / -0.919 eV
E_HOMO (alpha / beta) ... -0.275 / -0.275 Ha
HOMO-LUMO gap (alpha / beta) ... 7.102 / 6.558 eV
Net charge ... 0
2S+1 ... 5

***

[2]
Here is C5H7NO2 as an isolated structure from the OMol25 dataset. Energies are from ωB97M-V with the def2-TZVPD basis set.

```
15
Properties=species:S:1:pos:R:3:mulliken_charge:R:1
C -0.879 0.040 -1.786 -1.125
C -0.176 -0.634 -0.667 0.797
O 2.175 -0.183 -0.063 -0.476
O 0.061 -1.779 -0.524 -0.468
H 2.419 -1.097 -0.331 0.338
H -0.375 -0.034 -2.750 0.320
H -1.078 1.086 -1.564 0.333
H -1.834 -0.432 -2.025 0.336
C -0.009 0.512 0.828 -0.306
C -1.196 0.594 1.453 -0.533
C 1.768 -0.190 1.286 0.436
N 2.216 -0.642 2.286 -0.518
H 0.396 1.483 0.543 0.305
H -1.822 -0.268 1.640 0.293
H -1.665 1.545 1.674 0.267
```

Calculated values
E ... -399.7606 Eh
LUMO level (alpha / beta) ... -1.115 / -1.115 eV
E_HOMO (alpha / beta) ... -0.324 / -0.324 Ha
HOMO-LUMO gap (alpha / beta) ... 7.705 / 7.710 eV
Net charge ... 0
Relative energy (zero: lowest compared OMol25 entry of this formula, charge and spin) ... 128.6 kcal/mol

***

[3]
Here is C35H22Br2IrN4O9P as an isolated structure from the OMol25 dataset. Energies are from ωB97M-V with the def2-TZVPD basis set.

```
74
Properties=species:S:1:pos:R:3:mulliken_charge:R:1
Ir 0.454 -0.693 -0.289 1.671
O 1.860 -2.059 -2.539 -0.562
N 1.960 -0.922 -1.773 0.587
C 3.040 -0.288 -2.011 -0.714
C 3.499 0.981 -1.449 0.898
C 4.827 1.304 -1.716 -0.907
C 5.353 2.529 -1.331 -0.764
C 4.539 3.458 -0.708 -0.797
C 3.210 3.150 -0.442 -0.563
C 2.690 1.910 -0.786 0.376
P 0.947 1.591 -0.479 2.133
C 0.108 2.266 -1.933 1.488
C -1.246 2.617 -1.927 -0.102
C -1.844 3.085 -3.086 -1.109
C -1.114 3.192 -4.260 -0.669
C 0.225 2.832 -4.277 -0.940
C 0.837 2.375 -3.121 -1.118
C 0.605 2.438 1.067 0.111
C 1.450 2.111 2.132 -0.148
C 1.273 2.709 3.367 -0.855
C 0.255 3.640 3.544 -0.639
C -0.578 3.972 2.487 -0.794
C -0.405 3.376 1.244 -0.076
H 1.391 -2.712 -1.984 0.438
H 3.710 -0.786 -2.705 0.541
H 5.450 0.589 -2.239 0.466
H 6.388 2.761 -1.538 0.436
H 4.930 4.428 -0.432 0.457
H 2.581 3.884 0.044 0.530
H -1.851 2.499 -1.041 -0.360
H -2.892 3.354 -3.067 0.516
H -1.588 3.555 -5.162 0.410
H 0.799 2.909 -5.190 0.467
H 1.884 2.114 -3.159 0.326
H 2.246 1.386 1.998 0.446
H 1.929 2.454 4.189 0.472
H 0.117 4.111 4.509 0.441
H -1.367 4.699 2.623 0.487
H -1.061 3.648 0.433 0.429
O -3.170 1.249 -0.228 -0.638
C -2.415 0.319 -0.367 0.899
O -1.119 0.529 -0.075 -0.455
C -2.874 -1.040 -0.712 0.195
C -4.227 -1.307 -0.545 -0.530
C -4.718 -2.557 -0.852 -0.664
C -3.887 -3.557 -1.314 -0.674
C -2.543 -3.286 -1.446 0.013
C -2.001 -2.013 -1.197 0.330
O -0.755 -1.758 -1.533 -0.853
N -1.673 -4.391 -1.876 0.931
O -0.558 -4.453 -1.392 -0.509
O -2.119 -5.157 -2.699 -0.577
N -6.153 -2.835 -0.683 1.044
O -6.848 -1.933 -0.265 -0.607
O -6.537 -3.953 -0.948 -0.617
H -4.888 -0.531 -0.190 0.664
H -4.276 -4.535 -1.557 0.640
Br 2.507 -5.247 0.358 -0.119
C 1.571 -4.209 1.596 0.023
C 1.381 -4.675 2.913 -0.189
C 0.721 -3.918 3.837 -0.044
Br 0.505 -4.576 5.589 -0.182
C 0.216 -2.638 3.490 0.706
C -0.471 -1.762 4.354 -0.757
C -0.904 -0.549 3.883 -1.582
C -0.669 -0.190 2.552 0.076
N -0.018 -0.986 1.723 0.050
C 0.417 -2.208 2.168 -0.286
C 1.077 -2.985 1.215 0.011
O 1.164 -2.509 -0.023 -0.360
H 1.772 -5.646 3.185 0.459
H -0.648 -2.056 5.379 0.407
H -1.437 0.145 4.517 0.534
H -1.029 0.747 2.152 0.652
```

Calculated values
E ... -7836.4281 Eh
LUMO level (alpha / beta) ... -4.054 / -5.347 eV
E_HOMO (alpha / beta) ... -0.405 / -0.410 Ha
HOMO-LUMO gap (alpha / beta) ... 6.958 / 5.817 eV
Net charge ... +1
Relative energy (zero: lowest compared OMol25 entry of this formula, charge and spin) ... 66.7 kcal/mol
2S+1 ... 2